# 1
{"formula": "C5H6O3", "method": "the ωB97M-V functional and the def2-TZVPD basis", "species": ["C", "O", "H", "H", "O", "C", "H", "H", "O", "C", "H", "C", "H", "C"], "positions_angstrom": [[-0.710, -1.291, -0.044], [2.063, 0.028, -0.998], [-1.242, -2.193, -0.480], [2.468, 1.247, -0.315], [-2.353, 0.435, -0.613], [-1.248, 0.127, 0.169], [-2.247, 1.266, -1.044], [-1.304, 0.074, 1.283], [0.340, 2.285, 0.108], [-0.063, 1.047, -0.064], [1.526, 0.615, 1.362], [0.564, -1.419, 0.160], [1.025, -2.292, 0.109], [1.183, 0.070, 0.366]], "atomic_forces_ev_per_a": [[-1.7, -1.2, -1.9], [0.8, 6.0, 6.4], [-0.1, 1.6, 0.8], [-1.0, -4.2, -3.6], [-1.1, -1.2, 0.9], [0.2, 0.0, -1.4], [0.2, 1.0, -0.3], [-0.9, 1.1, -0.4], [-3.6, -5.0, -2.0], [6.0, 2.7, 4.8], [0.2, -1.8, -2.1], [-0.2, 6.2, 2.1], [2.6, -3.4, -0.2], [-1.4, -1.8, -3.3]], "total_charge": 0, "gap_ev": 9.13, "e_homo_ev": -9.7}

# 2
{"formula": "C5H6O3", "method": "the ωB97M-V functional and the def2-TZVPD basis", "species": ["O", "O", "C", "C", "H", "H", "C", "H", "C", "H", "H", "O", "C", "H"], "positions_angstrom": [[-0.958, 0.952, 0.974], [0.853, 0.378, -1.256], [0.088, -0.439, -0.509], [0.387, 1.649, -0.957], [-0.896, -0.842, -1.040], [1.076, 2.357, -1.700], [-0.061, -0.084, 0.702], [1.221, -1.739, 0.826], [-0.323, 2.068, 0.267], [-1.382, -2.785, 0.219], [0.988, -0.020, 0.975], [-0.376, -2.895, 0.528], [0.254, -1.589, 0.608], [-0.868, 2.989, 0.364]], "atomic_forces_ev_per_a": [[1.0, 1.8, 0.9], [0.6, 1.6, -1.3], [-3.0, -7.0, -8.3], [1.8, 3.6, 1.0], [1.8, 1.2, 0.6], [-2.5, -1.3, 2.4], [-0.8, 0.9, 8.6], [3.2, -1.0, 1.5], [0.5, -4.1, -4.3], [3.3, -0.2, 1.0], [0.1, 2.3, 1.4], [-2.9, 2.8, -0.8], [-3.4, -0.9, -2.7], [0.3, 0.2, 0.1]], "smiles": "OC1[C@@H]2OC=CO[C@@H]12", "total_charge": 0, "gap_ev": 9.32, "e_homo_ev": -8.6}

# 3
{"formula": "C5H6O3", "method": "the ωB97M-V functional and the def2-TZVPD basis", "species": ["O", "C", "H", "H", "O", "O", "H", "H", "C", "H", "C", "C", "H", "C"], "positions_angstrom": [[1.256, 0.353, 0.578], [-1.412, -1.227, -1.082], [2.183, -0.550, -1.031], [-0.315, 2.061, -0.791], [2.026, -1.468, -0.742], [1.026, -2.144, 1.185], [-0.501, 0.099, 1.589], [-2.176, -1.631, -1.699], [1.175, -1.401, 0.277], [-0.236, 2.571, 0.897], [-0.082, 0.477, 0.641], [-0.638, 1.816, 0.219], [-1.726, 1.826, 0.274], [-0.579, -0.780, -0.316]], "atomic_forces_ev_per_a": [[1.0, -2.0, -0.3], [0.3, 0.1, 0.4], [-0.2, -0.2, 0.1], [0.0, 0.0, 0.0], [-0.8, -0.1, -0.2], [-0.5, 0.4, -0.8], [0.0, 0.4, 0.0], [0.1, -0.2, -0.2], [2.9, 1.6, 1.7], [0.0, 0.0, 0.0], [-1.6, -1.9, -0.8], [0.1, -0.2, 0.1], [0.0, 0.0, 0.0], [-1.4, 2.1, 0.0]], "total_charge": 0, "gap_ev": 9.08, "e_homo_ev": -10.1}

# 4
{"formula": "C5H6O4", "method": "the ωB97M-V functional and the def2-TZVPD basis", "species": ["C", "H", "C", "H", "O", "O", "C", "H", "H", "C", "H", "C", "H", "O", "O"], "positions_angstrom": [[-1.668, 0.270, 1.087], [0.929, -0.892, -1.777], [1.024, -1.441, -0.841], [1.895, -2.096, -0.833], [1.913, -0.390, 1.167], [-1.437, 0.675, -1.531], [0.529, 1.387, -0.080], [-1.715, 1.132, 1.770], [-2.642, -0.038, 0.678], [1.118, -0.497, 0.307], [0.529, 1.802, 0.942], [-0.995, 0.903, -0.477], [0.111, -2.026, -0.726], [1.196, 1.851, -0.991], [-0.787, -0.640, 1.306]], "atomic_forces_ev_per_a": [[0.1, 0.6, -0.7], [0.2, 0.1, 0.0], [-0.5, 0.1, -0.1], [0.0, 0.2, 0.0], [-1.0, 0.1, -1.0], [0.5, 0.2, 0.4], [0.2, 0.7, -0.9], [-0.1, -0.1, 0.0], [0.1, 0.1, 0.1], [0.7, -0.5, 1.3], [0.1, -0.2, 0.1], [-0.7, -0.9, 0.4], [0.1, 0.0, 0.1], [-0.4, -0.4, 0.7], [0.7, 0.2, -0.4]], "total_charge": 0, "gap_ev": 6.94, "e_homo_ev": -8.9}

# 5
{"formula": "C5H6O8S2", "method": "the ωB97M-V functional and the def2-TZVPD basis", "species": ["H", "O", "O", "C", "H", "H", "O", "C", "O", "S", "S", "H", "H", "H", "C", "C", "O", "O", "C", "O", "O"], "positions_angstrom": [[-2.596, -1.012, -0.650], [4.969, 2.054, 1.210], [1.798, -0.282, -2.003], [0.455, -0.524, -0.069], [-1.923, -0.599, 0.941], [0.879, 0.119, -2.198], [4.212, -2.379, 1.097], [-0.657, -0.094, -0.757], [5.239, 1.486, -1.116], [4.033, -1.464, -0.009], [4.921, 0.976, 0.207], [3.101, 0.134, 1.336], [-2.580, 0.673, -0.123], [0.366, -0.948, 0.917], [3.366, 0.121, 0.282], [1.707, -0.726, -0.746], [5.731, -0.217, 0.613], [2.338, -1.887, -0.458], [-2.025, -0.267, -0.090], [4.727, -1.776, -1.224], [-0.650, 0.377, -1.941]], "atomic_forces_ev_per_a": [[0.0, 0.0, 0.0], [-0.3, -0.6, -0.1], [-0.5, -0.2, 0.2], [-0.1, -0.1, 0.1], [0.0, 0.0, 0.1], [0.4, 0.0, 0.0], [0.0, 0.4, 0.0], [-0.2, 0.0, 0.3], [-0.2, -0.4, -0.1], [-1.6, -2.6, -0.2], [0.9, 1.7, 0.7], [-0.1, -0.1, 0.1], [0.0, 0.0, 0.0], [0.0, -0.1, 0.1], [0.0, 0.1, -0.6], [0.7, 0.4, -0.4], [0.5, 0.7, 0.0], [0.7, 0.1, 0.3], [0.3, 0.1, -0.2], [-0.2, 0.5, -0.1], [-0.2, 0.1, -0.2]], "total_charge": -2, "gap_ev": 6.76, "e_homo_ev": -1.2}

# 6
{"formula": "C5H6OS", "method": "the ωB97M-V functional and the def2-TZVPD basis", "species": ["H", "C", "C", "H", "O", "C", "C", "H", "H", "S", "C", "H", "H"], "positions_angstrom": [[0.075, -2.012, 0.837], [1.031, -0.228, 0.067], [0.177, 1.005, 0.347], [-2.139, 1.114, -0.278], [0.595, 2.209, -0.333], [0.130, -1.421, -0.065], [-1.236, -0.813, -0.234], [1.553, 2.232, -0.286], [-2.116, -1.469, -0.356], [2.703, -0.235, -0.111], [-1.248, 0.489, -0.090], [0.380, -2.096, -0.924], [0.095, 1.225, 1.426]], "atomic_forces_ev_per_a": [[0.6, -0.4, 0.4], [2.5, 0.0, 0.1], [-1.3, 0.6, -1.1], [0.8, -0.1, 0.5], [-0.7, -1.1, 0.5], [-0.6, -0.3, -0.9], [-0.5, -1.2, 0.0], [0.4, 0.0, 0.0], [0.5, 0.6, -0.2], [-2.7, 0.2, 0.3], [0.6, 1.6, -0.2], [0.1, 0.5, 0.8], [0.4, -0.3, -0.1]], "smiles": "O[C@H]1C=CCC1=S", "total_charge": 0, "gap_ev": 8.46, "e_homo_ev": -9.1}